Entry 1:
The following is a DFT calculation (ωB97M-V/def2-TZVPD) of a cluster of 6 separate species, CH12O6 in total at a distorted geometry.

```
19
Properties=species:S:1:pos:R:3:forces:R:3
C 0.693752 2.537028 -0.031528 0.7 0.5 -1.3
O 1.152198 1.467211 -0.321245 -0.1 -0.3 0.4
H 0.260328 3.157053 -0.853003 -0.3 -0.1 0.6
H 0.858327 2.994317 0.949531 -0.3 0.0 0.3
O -1.645761 0.681159 -1.274356 0.7 0.3 -0.3
H -1.733855 0.935786 -0.345240 -0.5 -0.5 -0.4
H -2.486262 0.446131 -1.670481 -0.3 0.1 0.6
O 1.804691 -1.453716 -0.353048 0.1 0.2 -1.8
H 2.060528 -1.633248 0.502320 0.7 -0.6 1.6
H 1.423324 -1.217293 -1.211907 -0.7 -0.4 0.4
O 0.318609 -0.798317 2.100888 1.7 0.2 -0.3
H 0.730480 -0.888807 1.201740 -1.0 0.2 0.5
H 1.093406 -0.549611 2.639623 -0.7 -0.1 -0.1
O 0.645773 -0.652195 -2.626885 0.1 -0.1 0.1
H -0.243833 -0.313661 -2.452989 -0.1 -0.1 0.3
H 1.178674 0.019505 -2.197254 0.2 0.8 -0.2
O -2.256714 -1.383626 1.681584 0.2 -0.4 0.8
H -2.395542 -2.252329 2.093066 -0.2 0.3 -0.4
H -1.458118 -1.095389 2.169180 -0.2 0.1 -0.6
```
Forces are in eV/Å.

* charge: 0
* energy above the lowest of the compared OMol25 structures with the same formula, charge and spin: 201.5 kJ/mol
* frontier orbital gap: 10.95 eV
* HOMO energy: -10.58 eV


Entry 2:
The following is a DFT calculation (ωB97M-V/def2-TZVPD) of a cluster of 9 separate species, C48H112F8N7O16S4 in total at a distorted geometry.

```
195
Properties=species:S:1:pos:R:3:forces:R:3
N -0.358901 1.787277 -0.296217 -2.3 0.1 -5.3
S -0.448381 0.844787 0.833103 4.5 -2.9 6.8
O 0.317729 -0.413303 0.686963 -1.3 1.5 0.7
O -1.646851 0.824697 1.603393 -0.4 -0.6 0.1
F 0.544709 1.760187 1.758493 0.1 -1.1 -0.2
S -1.462171 0.948687 -1.233437 -2.9 1.7 -5.6
O -2.874821 1.334697 -0.981247 2.9 -0.9 0.1
O -1.237561 -0.473833 -1.564597 0.0 2.6 1.1
F -1.151721 1.727207 -2.620557 -0.3 -1.2 2.1
C 6.739889 -4.934903 2.491853 0.4 -1.0 -0.4
C 5.811459 -5.281593 3.636843 0.8 1.5 0.5
C 5.220649 -3.948423 4.194333 -1.2 -0.6 -0.3
C 4.331269 -3.164863 3.193813 -1.2 -0.8 0.9
N 3.662739 -1.993603 3.832463 -1.5 1.5 -0.2
C 2.527219 -1.460633 2.890173 -0.9 0.6 0.1
C 1.191299 -1.446033 3.646203 1.3 1.0 1.5
C 1.704369 -1.382663 5.135423 0.2 -2.6 0.2
C 2.906189 -2.386313 5.124493 -0.2 1.2 -0.9
C 4.664629 -0.874413 4.054793 -0.7 -0.4 1.0
H 7.713759 -4.551583 2.796403 -0.2 0.2 0.1
H 6.255489 -4.236353 1.809593 0.1 0.1 -0.1
H 6.946629 -5.844393 1.927783 0.1 0.1 -0.2
H 6.305239 -5.734423 4.496633 0.4 0.0 -0.2
H 5.113459 -6.061223 3.331753 -0.7 0.6 0.0
H 5.878299 -3.274573 4.743433 0.7 -0.4 -0.4
H 4.521419 -4.303013 4.951593 -0.2 0.2 0.2
H 3.474739 -3.831683 3.094783 0.0 -0.2 -0.8
H 4.587419 -2.776633 2.208043 0.9 -0.5 0.2
H 2.629689 -0.403463 2.645233 1.1 -0.3 -0.5
H 2.398349 -2.109623 2.023973 0.7 0.3 -0.1
H 0.627929 -0.513113 3.626753 0.1 0.0 -1.1
H 0.586919 -2.237223 3.202543 -0.3 -0.3 1.2
H 2.025799 -0.411153 5.510853 -0.2 0.2 -0.6
H 0.928669 -1.749453 5.807623 0.1 0.1 0.2
H 3.682649 -2.398723 5.889383 -0.6 0.1 0.4
H 2.494599 -3.382993 4.965343 0.3 0.0 0.0
H 5.219759 -0.734963 3.127173 0.2 -0.1 0.4
H 5.209679 -1.133413 4.962503 0.7 -0.2 -0.6
H 4.196939 0.058617 4.369143 -0.5 0.0 -0.5
C -9.323671 4.647367 1.982303 0.5 0.0 -0.5
C -8.726031 5.593697 0.925043 -0.7 0.5 0.3
C -7.242661 5.410817 0.564843 0.0 -0.9 -0.1
C -7.051371 4.333957 -0.539727 1.3 0.7 0.8
N -5.608461 3.785197 -0.658377 -0.7 -0.6 1.8
C -5.506681 2.933567 -1.907117 1.7 -0.4 -0.1
C -4.531541 3.706757 -2.891087 -0.6 0.3 1.8
C -3.704731 4.598847 -1.925777 0.5 -0.3 -0.3
C -4.662561 4.963487 -0.809967 0.2 -0.5 0.6
C -5.234171 2.938887 0.650953 -0.1 0.2 -1.1
H -9.315951 3.623747 1.607803 0.4 -0.3 0.4
H -10.373251 4.808307 2.228443 0.1 0.5 -0.2
H -8.746081 4.804607 2.893213 0.0 -0.6 0.1
H -8.838451 6.603987 1.318453 0.1 0.1 0.0
H -9.348971 5.592117 0.030593 0.1 -0.1 -0.2
H -6.636601 5.172737 1.438983 -0.2 -0.1 0.3
H -6.834081 6.348127 0.187213 -0.2 0.1 0.0
H -7.129551 4.919237 -1.455937 -0.7 -0.8 -0.4
H -7.669921 3.446697 -0.404607 -0.3 0.3 -0.3
H -4.989551 2.041157 -1.554577 0.1 0.0 -0.3
H -6.477581 2.574417 -2.248377 -0.1 0.7 -0.1
H -3.903381 3.018347 -3.456407 -0.3 0.2 -0.2
H -5.045561 4.470957 -3.474097 -0.3 -0.7 -0.6
H -2.803231 4.146827 -1.512177 -0.2 -0.5 0.0
H -3.307781 5.436687 -2.498967 -0.3 0.3 0.2
H -4.188791 4.995277 0.171173 0.2 0.7 -0.2
H -5.290261 5.842327 -0.957387 0.4 0.0 -0.2
H -5.856141 2.045367 0.704623 -0.5 0.4 -0.1
H -5.283481 3.527267 1.567183 -0.5 0.3 -0.4
H -4.224511 2.528247 0.643043 0.2 0.5 -0.9
C -4.805001 -5.695563 -6.468557 0.7 -0.1 0.9
O -4.167221 -4.606223 -7.131487 -1.0 0.8 0.6
C -3.790181 -4.812173 -8.430867 1.2 -1.9 -1.2
C -2.399801 -4.221953 -8.598887 -1.1 1.3 1.0
N -2.516341 -2.665043 -8.518657 1.5 -2.5 -1.0
H -2.735801 -2.373193 -9.460337 -0.4 0.3 -0.2
H -3.271321 -2.405343 -7.900057 -0.4 0.1 0.5
C -1.262771 -1.923023 -8.122487 -1.5 1.4 1.7
C -1.177641 -1.930153 -6.555127 1.1 -1.2 0.0
O -2.283291 -1.417993 -5.902747 -1.6 0.1 0.7
C -2.258901 -1.594483 -4.448387 1.5 1.2 -0.9
H -4.069621 -6.035243 -5.739217 0.0 -0.3 0.2
H -5.028191 -6.553183 -7.103197 -0.3 0.3 -0.2
H -5.661421 -5.358313 -5.884687 -0.2 0.1 -0.5
H -4.524271 -4.653263 -9.220777 -0.3 1.0 0.1
H -3.604981 -5.873793 -8.594497 0.2 -0.5 0.1
H -1.870371 -4.534623 -9.498907 0.0 0.3 0.1
H -1.905681 -4.499503 -7.667807 0.4 0.0 -0.4
H -1.617711 -0.972573 -8.520937 1.3 0.7 0.4
H -0.356941 -2.295953 -8.600507 -0.3 -0.1 0.0
H -0.279281 -1.536493 -6.079647 0.4 0.9 -0.9
H -1.059551 -2.982383 -6.296327 -0.3 -0.8 0.0
H -2.898191 -0.863213 -3.953767 -0.7 -0.5 -0.5
H -1.291081 -1.226563 -4.107727 0.4 -0.1 -0.1
H -2.348961 -2.620183 -4.090717 -0.5 -0.2 -0.4
C -4.512391 -7.930403 3.420553 -0.4 -2.7 -1.2
O -4.340541 -6.646773 2.856653 0.7 1.5 1.4
C -3.553151 -5.804293 3.682293 0.6 0.1 0.8
C -3.503211 -4.387783 3.228783 -0.8 0.6 -2.1
N -2.954831 -4.351363 1.752473 0.9 -1.0 1.0
H -2.236751 -5.057903 1.679873 0.4 -0.8 0.9
H -3.586811 -4.795283 1.101603 -1.2 0.5 -0.2
C -2.202551 -3.222583 1.116953 -0.2 -0.2 -0.4
C -3.087841 -2.020223 0.974023 1.7 0.6 -2.5
O -3.403041 -1.579013 2.199913 -1.5 -0.4 2.8
C -4.449821 -0.623583 2.304833 0.7 0.9 0.5
H -3.764501 -8.618133 3.025863 0.3 0.1 -0.4
H -5.456291 -8.334663 3.054863 -0.1 0.3 -0.2
H -4.514151 -8.247563 4.463393 0.1 1.7 0.7
H -2.521841 -6.126903 3.825223 0.2 -0.8 -0.1
H -3.959471 -5.668963 4.684633 -0.2 -0.6 0.3
H -2.913451 -3.662223 3.788993 0.1 -0.5 0.1
H -4.542901 -4.060663 3.240523 0.2 0.5 -0.6
H -1.828671 -3.689303 0.205653 -0.6 0.5 -0.6
H -1.243771 -3.047003 1.604833 -0.4 0.3 0.9
H -3.885961 -2.196743 0.252963 -0.7 -0.3 0.3
H -2.489491 -1.256223 0.477663 0.2 0.1 -0.4
H -4.434171 -0.226023 3.319623 0.3 -0.2 0.1
H -5.471731 -0.980713 2.177353 0.1 -0.4 -0.6
H -4.161671 0.212467 1.667573 -0.5 0.1 -0.3
C 3.860759 7.272607 2.736303 1.7 -0.3 0.3
C 4.325609 6.619347 4.059763 -0.7 -0.4 0.0
N 5.383679 5.440997 4.066683 1.0 -0.4 -0.5
C 6.776659 5.957307 3.463843 -2.5 0.7 0.5
C 5.654019 5.041487 5.533603 0.7 -1.1 0.5
C 6.464129 3.695547 5.699213 -1.6 -0.2 -0.7
C 4.778149 4.212657 3.157823 -0.6 1.6 1.1
C 3.415719 3.615707 3.602133 -0.6 -1.1 1.4
O 3.328489 3.050197 4.937303 0.7 0.3 -0.5
C 1.997569 2.619767 5.277943 1.1 0.9 0.8
H 3.261539 6.670327 2.053463 0.4 0.1 0.1
H 4.808519 7.638837 2.341673 -0.1 -0.2 -1.0
H 3.381129 8.235937 2.909643 -0.5 -0.3 0.5
H 3.482869 6.171727 4.586573 0.1 0.2 0.2
H 4.731529 7.475337 4.598853 0.3 -0.6 0.6
H 7.069899 6.821157 4.060403 0.1 -0.4 0.6
H 6.459219 6.477947 2.560363 0.6 -0.9 -0.6
H 7.547989 5.187157 3.461053 -0.4 0.1 -0.4
H 4.689909 4.981237 6.038543 0.0 -0.2 -0.2
H 6.233599 5.781877 6.084973 -0.1 0.7 -0.8
H 6.788399 3.414127 6.701083 0.1 1.0 0.2
H 7.308159 3.575037 5.020093 0.0 0.2 0.0
H 5.739839 2.900647 5.521373 0.1 -0.2 -0.5
H 5.477259 3.401587 2.954033 0.4 0.5 0.6
H 4.598259 4.752747 2.228283 0.0 -0.3 -0.1
H 3.229249 2.699097 3.042533 0.2 0.4 -1.2
H 2.508159 4.217097 3.549703 0.6 0.7 -0.7
H 1.355059 3.487697 5.426203 -0.1 0.1 0.1
H 2.247859 2.172017 6.239703 -0.9 -0.4 0.0
H 1.465359 1.976167 4.577493 0.5 -0.4 -0.3
C 0.497489 -3.358973 -1.530717 0.7 -0.7 -1.1
C 1.624299 -3.828393 -2.529287 1.0 2.3 0.6
N 2.663569 -2.658243 -2.814137 1.1 0.9 0.8
C 1.900689 -1.377363 -3.374257 1.0 -0.9 -0.8
C 3.418669 -2.164673 -1.473717 -1.9 -0.9 -1.1
C 3.880249 -3.354833 -0.577427 1.6 1.1 -1.9
C 3.842689 -3.236103 -3.754807 -0.7 -0.1 0.1
C 5.138499 -2.447353 -4.142587 -1.3 1.1 -0.1
O 4.818489 -1.168143 -4.700087 -0.5 -1.1 1.0
C 5.789959 -0.165133 -4.537267 0.5 0.3 -0.1
H 0.786319 -2.992863 -0.545507 0.6 0.4 -0.3
H -0.081671 -4.244913 -1.270357 -0.3 -0.1 -0.5
H -0.113381 -2.618383 -2.046907 -0.2 0.0 0.4
H 1.257399 -3.994413 -3.542157 -0.3 -0.4 0.3
H 2.225349 -4.656853 -2.154457 -0.2 0.0 -0.2
H 1.436249 -0.774053 -2.594247 -0.1 -0.5 0.1
H 1.196569 -1.691113 -4.144897 -0.2 -0.2 0.4
H 2.588189 -0.743693 -3.934527 0.3 -0.2 0.3
H 2.693779 -1.462093 -1.062587 0.0 -0.3 0.6
H 4.190079 -1.525203 -1.902797 0.4 -0.4 0.4
H 4.482659 -3.974643 -1.241537 -0.5 -0.7 -0.3
H 3.183929 -3.981673 -0.020367 0.0 0.6 0.0
H 4.783779 -3.019673 -0.068117 -0.5 0.4 1.1
H 3.358589 -3.630583 -4.648187 -0.2 0.2 0.1
H 4.212439 -4.087803 -3.183847 -0.2 -0.1 -0.1
H 5.671449 -2.991743 -4.922147 -0.2 -0.6 0.0
H 5.809029 -2.440273 -3.283257 0.1 0.6 0.2
H 6.800679 -0.556313 -4.653537 0.1 0.0 -0.5
H 5.798999 0.297977 -3.550587 -0.4 0.0 0.3
H 5.550029 0.602207 -5.273287 0.3 -0.1 0.0
C -1.059301 4.206487 2.871883 -1.0 -0.1 -0.1
F -2.006161 4.609777 3.759253 1.8 0.1 -0.5
F -0.351581 3.174757 3.383543 -0.8 1.9 -0.1
F -1.773121 3.764317 1.820213 1.1 0.4 0.2
S 0.182119 5.677687 2.188993 0.5 -1.6 1.1
O 0.673799 5.151547 0.931983 -0.1 0.1 0.8
O -0.586261 6.887597 1.996813 -0.5 0.3 0.1
O 1.225519 5.939887 3.213433 -1.6 -0.6 -1.1
C -0.936471 2.478717 -6.679657 1.4 2.2 2.2
F -2.038541 2.105087 -5.996347 0.1 -0.4 -0.8
F -0.728061 1.864987 -7.802027 -0.6 -1.5 -1.0
F -1.124381 3.795257 -7.030327 0.3 -1.2 0.9
S 0.647149 2.135937 -5.536057 -0.1 0.1 3.5
O 1.734899 2.630167 -6.307457 0.5 -0.1 -1.4
O 0.523249 2.885817 -4.244647 -0.8 -1.2 -2.4
O 0.662919 0.649547 -5.289607 -0.7 1.5 -0.8
```
Forces are in eV/Å.

* multiplicity: 2
* charge: +4
* frontier orbital gap (alpha / beta): 6.31 / 2.11 eV
* HOMO energy (alpha / beta): -13.84 / -13.84 eV


Entry 3:
The following is a DFT calculation (ωB97M-V/def2-TZVPD) of a structure of composition C47H43InN6O4P2STe2 at a distorted geometry.

```
106
Properties=species:S:1:pos:R:3:forces:R:3
In -0.087391 1.851038 -0.302118 -0.3 0.4 0.0
Te 0.868701 -4.497462 0.318332 1.1 0.6 -0.8
C 2.622095 -4.793996 -0.898456 -0.3 -0.4 0.3
C 3.906726 -4.659364 -0.396417 -0.1 -0.1 0.1
C 4.970627 -4.698210 -1.288239 0.0 0.1 0.3
N 4.829309 -4.854788 -2.592225 0.5 0.0 -0.3
C 3.603747 -5.004172 -3.063043 -0.4 0.0 -0.1
C 2.472563 -4.982280 -2.263039 -0.1 -0.1 0.0
C 1.107556 -2.444924 -0.275366 -2.2 -0.3 0.0
P -0.132544 -1.883074 -1.339711 1.0 -0.6 -0.4
C -1.067035 -3.168850 -2.224315 0.1 0.2 0.3
C -2.075676 -3.867735 -1.563014 0.0 0.0 0.0
C -2.845950 -4.784897 -2.253716 0.0 0.0 0.1
C -2.594664 -5.032774 -3.594566 0.1 0.0 0.0
C -1.564444 -4.371621 -4.244292 0.0 -0.1 -0.1
C -0.807855 -3.430597 -3.565564 0.1 0.1 0.1
C 0.594601 -0.843884 -2.632901 -0.1 -0.2 0.2
C -0.060714 0.228241 -3.228689 -0.1 0.0 0.0
C 0.583150 0.963261 -4.209894 -0.1 0.1 -0.1
C 1.853662 0.608263 -4.635186 0.0 0.0 0.0
C 2.484755 -0.494212 -4.081552 0.0 0.0 -0.1
C 1.857817 -1.213645 -3.081315 0.0 -0.1 0.1
P 1.630722 -1.155286 0.884430 1.5 -0.1 -0.4
C 2.524014 -2.095354 2.169979 -0.3 0.1 0.1
C 1.723670 -2.794946 3.072896 0.2 0.2 0.1
C 2.288762 -3.495331 4.121155 -0.1 0.0 0.1
C 3.662433 -3.482747 4.296619 0.1 -0.1 0.1
C 4.464413 -2.774556 3.418340 0.1 0.0 0.1
C 3.902084 -2.083038 2.357855 -0.1 0.0 -0.1
C 3.063465 -0.369856 0.045355 -0.2 -0.1 0.2
C 3.982932 -1.037008 -0.754409 0.0 0.1 0.0
C 5.029317 -0.340036 -1.332286 0.0 -0.1 -0.1
C 5.174174 1.018114 -1.098009 0.0 0.1 0.0
C 4.281259 1.681159 -0.272786 0.1 0.2 0.0
C 3.229283 0.988186 0.296717 0.0 -0.2 0.0
H 4.076292 -4.509879 0.659602 0.1 0.0 0.1
H 5.988120 -4.579244 -0.941256 0.1 0.0 0.2
H 3.520618 -5.132980 -4.133509 -0.1 0.0 -0.1
H 1.486715 -5.097376 -2.689099 -0.1 0.0 -0.1
H -2.260105 -3.684324 -0.511875 0.0 -0.1 0.0
H -3.639086 -5.312321 -1.745086 -0.1 0.0 0.0
H -3.198672 -5.749594 -4.128333 -0.1 -0.1 -0.1
H -1.353114 -4.588942 -5.282011 0.0 0.0 0.0
H -0.013666 -2.898609 -4.072164 0.0 0.0 -0.1
H -1.071088 0.484553 -2.937094 0.0 0.1 0.0
H 0.087792 1.818280 -4.647850 -0.1 0.0 0.0
H 2.343916 1.185042 -5.406860 0.0 0.0 0.0
H 3.464298 -0.788011 -4.426796 0.1 0.0 0.0
H 2.334404 -2.074293 -2.635176 0.1 0.0 0.0
H 0.647078 -2.769061 2.957115 -0.1 -0.1 0.0
H 1.656486 -4.038451 4.807202 0.0 -0.1 0.1
H 4.107516 -4.012639 5.125761 0.0 -0.1 0.1
H 5.535962 -2.749997 3.562960 0.1 0.0 0.0
H 4.545426 -1.543621 1.678489 0.0 0.1 0.0
H 3.882942 -2.102065 -0.912858 -0.1 0.0 -0.1
H 5.734690 -0.858693 -1.965631 0.1 0.0 -0.1
H 5.985695 1.561944 -1.555519 0.1 0.1 -0.1
H 4.403274 2.735772 -0.073832 0.0 0.1 0.0
H 2.522900 1.487049 0.954293 0.1 0.0 -0.1
O -0.452786 0.197162 1.702561 -1.9 -0.1 0.7
C -1.450655 -0.423259 2.080718 1.3 0.8 0.3
C -2.521100 -0.903707 1.247875 -0.6 -0.2 -1.4
C -3.750508 -1.182143 1.851537 0.1 0.1 0.0
C -4.871896 -1.462532 1.098510 1.4 0.2 -1.0
C -4.795819 -1.528215 -0.300520 -0.1 0.1 0.7
C -3.580846 -1.318197 -0.908176 0.4 0.2 0.0
C -2.446284 -0.984520 -0.164616 -0.2 -0.6 0.4
O -1.269774 -0.779698 -0.839490 -0.3 0.2 0.3
N -6.115075 -1.671763 1.772183 -1.2 -0.2 0.7
O -7.113567 -1.830744 1.091855 0.2 0.0 0.1
O -6.105153 -1.677553 2.993595 0.0 0.0 -0.3
H -1.585283 -0.619015 3.155234 0.1 0.0 0.1
H -3.837377 -1.133205 2.926460 0.0 0.0 0.1
H -5.687770 -1.720798 -0.873208 -0.1 -0.1 -0.1
H -3.476358 -1.380637 -1.980969 -0.1 0.0 -0.1
C 0.623193 4.456363 1.790751 0.3 0.0 -0.2
N 0.542717 5.611740 2.666473 0.3 0.2 0.0
C 0.404847 5.135149 4.040180 0.1 0.0 0.1
N -0.777059 4.298258 4.207412 -0.1 -0.1 0.4
C -0.674511 3.166131 3.300445 0.1 -0.3 0.1
N -0.553103 3.592327 1.903856 0.0 -0.3 -0.2
C -1.734479 4.399712 1.586443 -0.3 0.0 -0.3
N -1.863773 5.552695 2.458955 -0.2 0.2 0.0
C -0.661866 6.367772 2.328772 0.0 0.2 -0.1
C -1.951751 5.082532 3.836719 -0.1 0.1 0.1
H 1.515721 3.875480 2.053579 -0.1 0.0 -0.1
H 0.709267 4.800015 0.750868 0.0 -0.1 0.1
H 0.328768 6.000356 4.704490 0.0 -0.1 0.0
H 1.292386 4.553855 4.305201 0.0 0.1 0.0
H -1.573343 2.548790 3.391394 0.1 0.0 0.0
H 0.201881 2.567121 3.564951 -0.1 0.0 0.0
H -2.625088 3.770887 1.686197 0.1 0.1 -0.2
H -1.650942 4.749165 0.553722 0.0 -0.1 0.2
H -0.740607 7.223693 3.005815 0.0 0.0 -0.1
H -0.580214 6.728270 1.298434 0.0 0.0 0.1
H -2.846514 4.462929 3.950832 0.1 0.1 0.0
H -2.029094 5.945203 4.505190 0.0 -0.1 0.0
Te -3.107640 2.001323 -1.266989 0.1 0.1 0.1
C -3.978345 3.901569 -1.436367 0.6 0.2 0.1
C -5.295588 4.172315 -1.645281 0.0 -0.4 0.1
C -5.591668 5.549396 -1.725263 0.0 0.4 0.0
C -4.492058 6.329023 -1.581098 0.4 0.0 0.0
S -3.076203 5.380139 -1.358296 -0.6 -0.2 -0.3
H -6.030620 3.392606 -1.735630 -0.2 -0.1 0.0
H -6.580643 5.940965 -1.888658 -0.2 0.1 0.0
H -4.407378 7.396891 -1.577686 -0.1 0.3 -0.1
```
Forces are in eV/Å.

* charge: 0
* energy above the lowest of the compared OMol25 structures with the same formula, charge and spin: 180.0 kJ/mol
* frontier orbital gap: 5.57 eV
* HOMO energy: -6.72 eV